Record 1
{
  "formula": "C7H15ClSi",
  "method": "ωB97M-V/def2-TZVPD",
  "elements": ["C", "C", "C", "C", "C", "C", "C", "Si", "Cl", "H", "H", "H", "H", "H", "H", "H", "H", "H", "H", "H", "H", "H", "H", "H"],
  "coordinates": [[0.304576, 2.034519, 1.660757], [0.087450, 0.746196, 1.672575], [0.874717, -0.223593, 2.468874], [0.562523, -1.860133, -1.098492], [1.055563, 1.007190, -1.484083], [-1.894759, -0.536719, -2.134116], [-0.942962, 0.128911, 0.693457], [-0.384813, -0.169458, -1.103764], [-2.053917, -1.255938, 1.676506], [-0.125232, 2.644955, 0.950832], [0.930158, 2.668005, 2.388179], [1.803369, 0.342325, 2.929272], [0.485442, -0.711714, 3.292905], [1.336153, -1.007531, 1.726910], [1.594175, -1.735151, -0.646138], [0.002879, -2.465391, -0.312992], [0.687562, -2.403141, -2.085213], [0.812452, 1.869810, -2.132511], [1.468465, 1.395941, -0.528169], [1.836038, 0.486154, -1.947487], [-2.849675, 0.013488, -1.687074], [-1.886890, -0.229569, -3.187063], [-2.082665, -1.644951, -1.890568], [-1.620608, 0.905797, 0.777401]],
  "atomic_forces_ev_per_a": [[1.59, 1.60, 2.26], [-0.37, -2.48, -0.01], [4.68, 0.83, -1.39], [0.22, -0.22, 1.13], [-1.58, 1.85, 0.73], [-2.51, 0.63, 1.50], [0.60, -0.61, 1.98], [1.56, -2.17, 0.04], [1.66, 1.50, -1.52], [-1.38, 1.24, -1.45], [-0.55, -1.68, -1.09], [-1.62, -1.02, -0.98], [-1.53, -1.08, 1.26], [-0.92, 1.24, 1.44], [-0.99, -0.04, -0.60], [0.58, 0.18, -1.25], [-0.41, 0.62, 1.19], [0.06, -0.25, 0.39], [-0.35, -0.17, -0.58], [1.00, -1.04, -0.81], [1.93, -1.02, -0.80], [0.18, -0.67, 0.18], [0.22, 1.54, -0.95], [-2.06, 1.24, -0.68]],
  "mulliken_charge": [-1.1476, 0.6265, -1.1646, -1.1370, -1.1722, -1.0069, -0.3773, 0.5960, -0.2284, 0.3703, 0.2438, 0.2938, 0.3936, 0.1598, 0.3126, 0.3109, 0.3001, 0.3654, 0.3456, 0.4083, 0.2667, 0.3574, 0.2609, 0.6223],
  "smiles": "C=C(C)[C@H](Cl)[Si](C)(C)C",
  "lumo_energy_ev": 0.4368,
  "e_homo_ev": -9.575,
  "homo_lumo_gap_ev": 10.012
}


Record 2
{
  "formula": "CH10NP5",
  "method": "ωB97M-V/def2-TZVPD",
  "elements": ["C", "N", "P", "P", "P", "P", "P", "H", "H", "H", "H", "H", "H", "H", "H", "H", "H"],
  "coordinates": [[-0.148204, 1.332201, 1.537099], [0.133978, -0.029563, 1.283900], [-2.324957, -0.146247, -1.416231], [1.914606, -2.285112, 0.745363], [1.896265, 0.844978, -1.034238], [-2.728809, -0.509301, 0.606521], [0.618674, -0.655458, -0.126653], [0.704555, 1.942621, 1.480488], [-1.101842, 1.679737, 0.932230], [-0.671625, 1.350010, 2.491893], [-1.654792, 1.299585, -1.307375], [-0.684537, -0.571956, -1.242956], [3.036894, -1.340834, 0.461794], [2.000529, -2.785175, -0.614522], [0.877179, 1.592769, -1.560605], [1.730143, 0.256168, -2.276510], [-3.114188, -1.799372, 0.527441]],
  "atomic_forces_ev_per_a": [[-4.46, -0.34, -0.50], [-0.04, -2.15, -0.97], [0.96, 1.48, 0.55], [0.33, 1.37, -2.00], [1.24, -0.08, -0.12], [0.85, 2.67, 0.25], [-0.54, 1.05, 1.58], [0.94, 1.20, -0.14], [2.18, 0.07, 0.25], [0.75, 0.36, 0.64], [-1.40, -1.99, 0.15], [0.60, -0.91, 0.30], [-0.79, -1.01, 0.41], [0.30, -0.22, 0.64], [-1.17, 0.97, 0.35], [0.69, -0.80, -0.75], [-0.45, -1.69, -0.63]],
  "mulliken_charge": [-0.8540, -0.3842, -0.1195, -0.1224, -0.1215, -0.0139, 0.2013, 0.4020, 0.1735, 0.3457, 0.0376, 0.1137, 0.0846, 0.0793, 0.0774, 0.0801, 0.0203],
  "lumo_energy_ev": -1.2859,
  "e_homo_ev": -7.799,
  "homo_lumo_gap_ev": 6.513
}


Record 3
{
  "formula": "C3H4NO2P",
  "method": "ωB97M-V/def2-TZVPD",
  "elements": ["C", "C", "C", "N", "O", "O", "P", "H", "H", "H", "H"],
  "coordinates": [[-0.045795, -0.736640, 0.493133], [0.680234, -1.531545, -0.280405], [-0.136349, 0.689443, -0.169668], [1.032674, 2.498122, -2.309207], [2.082622, 2.816191, -2.778405], [1.096034, 0.861776, -0.785278], [1.335514, -0.673055, -1.692933], [-0.615909, -1.032836, 1.313809], [1.039829, -2.453009, 0.163679], [-0.823076, 0.623116, -0.987374], [-0.457130, 1.371195, 0.561739]],
  "atomic_forces_ev_per_a": [[-0.34, 2.12, -2.28], [1.05, -0.69, 0.76], [-0.17, -3.01, 0.74], [3.42, 1.87, -2.33], [-3.63, -1.28, 1.81], [1.25, -1.68, -1.24], [0.44, 1.80, 1.44], [-0.58, -0.32, 1.47], [-0.32, -0.54, -0.79], [-1.32, 0.16, -0.26], [0.19, 1.57, 0.68]],
  "mulliken_charge": [-0.4033, -0.2640, -0.4833, 0.2157, -0.2450, -0.4178, 0.0264, 0.4289, 0.3805, 0.3618, 0.4001],
  "lumo_energy_ev": [0.7817, -1.2103],
  "e_homo_ev": [-8.118, -8.293],
  "homo_lumo_gap_ev": [8.900, 7.083]
}


Record 4
{
  "formula": "C18H43CrF6NO6S2Si2",
  "method": "ωB97M-V/def2-TZVPD",
  "elements": ["O", "O", "C", "C", "H", "H", "H", "H", "H", "C", "C", "H", "H", "H", "H", "H", "C", "C", "C", "H", "H", "H", "H", "H", "C", "H", "H", "H", "H", "H", "H", "Cr", "C", "Si", "H", "H", "C", "C", "C", "C", "Si", "H", "H", "C", "C", "C", "H", "H", "H", "H", "H", "H", "H", "H", "H", "H", "H", "H", "H", "H", "H", "H", "H", "H", "F", "C", "F", "F", "S", "O", "O", "N", "S", "O", "O", "C", "F", "F", "F"],
  "coordinates": [[-0.489429, -1.067066, -1.967854], [0.690403, 0.753767, -3.193265], [0.258941, -2.353232, -2.336318], [-0.504730, -3.495134, -1.745242], [1.245444, -2.199341, -1.890861], [0.326423, -2.373778, -3.427210], [-0.585381, -3.401938, -0.655596], [0.055800, -4.406478, -1.968435], [-1.501194, -3.595352, -2.193633], [-1.867956, -0.894906, -2.629558], [-1.815643, -1.090865, -4.120657], [-2.154111, 0.117759, -2.330270], [-2.460126, -1.638958, -2.098040], [-1.039792, -0.480626, -4.604261], [-2.777491, -0.785551, -4.550979], [-1.661423, -2.146201, -4.372550], [0.240578, 2.118103, -3.045351], [1.989787, 0.551859, -3.775725], [-0.708029, 2.499193, -4.150979], [1.116451, 2.782165, -3.007071], [-0.258126, 2.146158, -2.070444], [-0.216849, 2.460535, -5.130146], [-1.057690, 3.521670, -3.989122], [-1.585753, 1.842257, -4.161444], [1.971267, 0.733786, -5.274437], [2.267628, -0.470300, -3.500202], [2.701892, 1.237620, -3.295040], [1.139872, 0.191360, -5.741400], [2.900774, 0.340581, -5.693390], [1.905708, 1.792280, -5.546575], [0.073516, -0.278430, -2.297611], [0.035312, -0.039819, 1.729270], [1.546414, 0.002578, 0.291100], [3.313703, 0.473326, 0.720028], [1.531171, -1.050510, -0.083879], [1.209870, 0.654585, -0.545442], [4.360276, -0.662144, -0.371640], [4.011587, 0.306930, 2.449501], [3.617442, 2.255926, 0.196193], [-1.784060, -1.055718, 1.407739], [-3.349662, -0.007854, 1.272976], [-1.895358, -1.718674, 2.286073], [-1.568956, -1.723604, 0.537463], [-4.552938, -0.774150, 0.041249], [-2.913400, 1.698870, 0.625528], [-4.243281, 0.142227, 2.916609], [3.031293, 2.497177, -0.700494], [4.685150, 2.401464, -0.026737], [3.326988, 2.946960, 0.999769], [4.051502, -1.706256, -0.228029], [5.424799, -0.576672, -0.118878], [4.227149, -0.407879, -1.431671], [3.665968, -0.595977, 2.967027], [3.731439, 1.168899, 3.072386], [5.113926, 0.264998, 2.384629], [-3.326751, 1.836416, -0.382519], [-1.827124, 1.860436, 0.577855], [-3.343371, 2.464058, 1.284543], [-5.173325, 0.714882, 2.794369], [-3.635441, 0.644793, 3.679378], [-4.513805, -0.848350, 3.304402], [-5.553170, -0.349984, 0.200130], [-4.613518, -1.861435, 0.173962], [-4.253810, -0.567110, -0.993625], [-1.697477, 3.429873, 4.712960], [-1.389949, 2.302851, 5.403729], [-0.881710, 2.641201, 6.596358], [-2.534879, 1.597991, 5.600536], [-0.203988, 1.275572, 4.388925], [-1.023710, 0.905667, 3.206485], [0.985954, 2.043829, 4.129330], [0.035630, -0.018584, 5.301689], [1.102037, -0.996113, 4.583544], [0.670500, -1.260055, 3.184437], [2.468811, -0.600206, 4.792440], [0.992766, -2.707279, 5.336574], [1.317794, -2.709686, 6.641611], [-0.246304, -3.205489, 5.183705], [1.867709, -3.498871, 4.672061]],
  "atomic_forces_ev_per_a": [[-0.42, -0.62, -0.74], [0.04, 0.10, 0.27], [-0.53, 0.97, 0.27], [0.05, -0.32, 0.03], [-0.21, -0.04, -0.07], [0.04, -0.02, 0.21], [-0.01, -0.01, -0.28], [-0.12, -0.02, 0.06], [0.25, -0.05, 0.15], [0.89, -0.18, 0.55], [0.01, -0.14, -0.29], [0.06, -0.24, 0.03], [-0.16, 0.28, -0.16], [-0.22, -0.18, 0.27], [0.12, -0.10, 0.16], [-0.07, 0.23, -0.05], [0.21, -0.11, 0.14], [0.05, 0.00, 0.15], [-0.15, 0.18, -0.24], [-0.20, -0.18, 0.03], [0.07, 0.16, -0.07], [-0.19, -0.01, 0.22], [-0.01, -0.06, -0.03], [0.16, 0.13, -0.04], [0.13, 0.06, -0.26], [0.01, 0.13, -0.05], [-0.11, -0.18, -0.06], [0.15, 0.10, 0.15], [-0.05, 0.08, 0.00], [-0.02, -0.20, -0.01], [0.24, 0.19, -0.34], [-0.44, -0.33, -0.13], [-1.17, -0.64, 0.20], [0.96, -0.01, -0.41], [0.19, 0.58, 0.19], [0.13, -0.18, 0.33], [-0.07, 0.06, 0.01], [-0.27, -0.11, 0.13], [-0.17, -0.05, -0.01], [0.57, -0.51, -0.40], [-0.11, -0.09, 0.07], [0.24, 0.23, -0.22], [-0.24, 0.49, 0.43], [0.09, -0.12, 0.04], [0.02, 0.19, -0.09], [0.15, -0.07, 0.10], [0.18, 0.10, 0.09], [-0.31, 0.04, 0.08], [0.09, -0.07, -0.24], [0.14, 0.12, -0.04], [-0.19, -0.05, -0.14], [0.08, -0.09, 0.11], [0.29, 0.25, -0.19], [0.09, -0.27, -0.07], [-0.44, 0.08, -0.05], [0.11, 0.11, 0.18], [-0.14, 0.14, -0.01], [0.18, -0.03, -0.22], [0.20, -0.11, -0.02], [-0.15, -0.14, -0.22], [0.02, 0.16, -0.05], [0.17, -0.11, -0.11], [-0.09, 0.16, -0.04], [-0.12, -0.05, 0.14], [0.57, -1.33, 0.53], [-1.33, 0.53, 0.82], [-0.18, -0.42, -1.24], [1.26, 0.63, -0.25], [0.44, -0.39, 0.78], [0.13, 0.89, 0.37], [-0.90, -0.18, -0.17], [0.36, -0.28, -0.79], [0.93, 1.13, 0.74], [0.60, -0.20, 0.02], [-1.20, -0.65, -0.09], [-0.35, -1.17, 0.64], [-0.33, 0.35, -1.36], [0.84, 0.44, 0.08], [-0.85, 1.07, 0.50]],
  "lowdin_spin": [0.0006, 0.0001, 0.0004, 0.0003, 0.0003, 0.0000, 0.0002, 0.0000, 0.0000, 0.0001, 0.0000, 0.0000, 0.0000, 0.0000, 0.0000, 0.0000, 0.0002, -0.0001, 0.0000, 0.0000, 0.0001, 0.0000, 0.0000, 0.0000, 0.0000, 0.0000, 0.0000, 0.0000, 0.0000, 0.0000, 0.0001, 3.2323, -0.0581, -0.0080, 0.0080, -0.0031, -0.0039, 0.0002, -0.0005, -0.1991, -0.0208, -0.0045, -0.0061, -0.0099, -0.0020, 0.0004, 0.0000, 0.0000, -0.0001, 0.0001, -0.0007, 0.0000, 0.0000, 0.0000, 0.0002, -0.0001, -0.0004, -0.0001, 0.0001, 0.0001, 0.0000, -0.0015, -0.0002, -0.0001, 0.0004, 0.0004, -0.0001, 0.0002, 0.0046, 0.0319, 0.0044, 0.0040, 0.0051, 0.0240, 0.0022, -0.0013, -0.0005, 0.0001, 0.0001],
  "lumo_energy_ev": [-3.5810, -2.3750],
  "multiplicity": 4,
  "e_homo_ev": [-11.645, -11.777],
  "total_charge": 1,
  "homo_lumo_gap_ev": [8.064, 9.402]
}